a) C4H10N2O2 | ωB97M-V/def2-TZVPD

As for the HOMO-LUMO gap: 10.23 eV. The lowest unoccupied orbital energy is 0.021 hartree. Its SMILES is CNC=O.CNC=O.

The geometry in ORCA input format:
```
! RIJCOSX wB97M-V def2-TZVPD def2/J DEFGRID3
* xyz 0 1
O 6.161 -3.860 -6.684
C 6.176 -3.798 -5.450
N 6.868 -2.886 -4.822
C 7.275 -1.539 -5.193
H 5.744 -4.516 -4.712
H 6.802 -3.045 -3.814
H 6.589 -1.130 -5.954
H 8.300 -1.529 -5.600
H 7.243 -0.885 -4.304
O 3.806 0.886 -8.107
C 4.029 -0.288 -8.288
N 3.585 -1.305 -7.497
C 2.770 -1.103 -6.308
H 4.598 -0.772 -9.119
H 3.798 -2.263 -7.788
H 1.894 -1.764 -6.195
H 2.422 -0.057 -6.323
H 3.430 -1.243 -5.436
*
```

b) C4H10N2O2 | ωB97M-V/def2-TZVPD

As for the HOMO-LUMO gap: 7.97 eV. The lowest unoccupied orbital energy is 0.028 hartree.

The geometry in ORCA input format:
```
! RIJCOSX wB97M-V def2-TZVPD def2/J DEFGRID3
* xyz 0 1
C -2.205 -0.693 1.037
C 2.274 1.002 -0.013
N -1.029 -0.782 0.194
C -0.019 0.082 0.474
C 1.140 0.054 -0.267
N 1.222 -0.791 -1.333
O -1.577 -0.474 -1.406
O -0.174 0.983 1.521
H -2.059 -1.288 -1.602
H 0.008 1.875 1.204
H 1.910 -0.577 -2.040
H 0.302 -1.068 -1.696
H -2.680 0.291 0.997
H -1.901 -0.893 2.066
H -2.915 -1.457 0.725
H 3.182 0.637 -0.492
H 2.470 1.106 1.053
H 2.051 1.992 -0.423
*
```

c) C4H10N2O2 | ωB97M-V/def2-TZVPD

As for the HOMO-LUMO gap: 5.36 eV. The lowest unoccupied orbital energy is -0.122 hartree.

The geometry in ORCA input format:
```
! RIJCOSX wB97M-V def2-TZVPD def2/J DEFGRID3
* xyz 0 1
O 0.697 -1.687 -0.098
C 0.210 -0.650 -0.641
N 1.024 0.464 -0.731
C 2.135 0.514 0.180
C -1.901 -1.835 0.079
N -2.502 -0.674 0.084
C -1.189 -0.065 0.165
O 0.237 2.586 0.420
H 0.502 1.357 -0.482
H 2.943 -0.138 -0.166
H 1.815 0.111 1.154
H 2.459 1.536 0.332
H -1.862 -2.460 0.979
H -1.829 -2.406 -0.858
H -0.147 -0.880 -1.680
H -1.246 0.886 -0.373
H -0.839 0.146 1.177
H -0.506 3.194 0.459
*
```

Computed relative energies in units of hartree: a) 0.0000; b) 0.0983; c) 0.3565

a) C12H17N | ωB97M-V/def2-TZVPD

As for the HOMO-LUMO gap: 8.85 eV. The lowest unoccupied orbital energy is 0.033 hartree. Its SMILES is Cc1c[nH]c2ccccc12.CCC.

The geometry in ORCA input format:
```
! RIJCOSX wB97M-V def2-TZVPD def2/J DEFGRID3
* xyz 0 1
C -0.842 -2.826 -0.547
C -1.005 -0.404 2.281
C -1.249 -0.715 0.929
C -0.769 -2.059 0.702
C -0.321 -2.539 1.944
C -1.438 0.817 2.806
C -1.983 1.754 2.073
C -2.115 1.536 0.626
C -1.862 0.314 0.189
N -0.357 -1.470 2.839
H -1.306 0.824 3.906
H -2.263 2.658 2.422
H -0.131 -1.446 3.796
H -2.572 2.075 -0.034
H 0.159 -3.379 2.186
H -1.852 0.030 -0.935
H 0.067 -2.594 -1.286
H -1.886 -2.628 -1.037
H -0.761 -3.894 -0.376
C 2.488 1.040 -2.228
C 1.267 0.341 -2.746
C 2.311 2.223 -1.208
H 3.149 0.296 -1.656
H 3.081 1.652 -3.008
H 1.615 0.387 -3.778
H 3.293 2.458 -0.759
H 2.132 3.136 -1.713
H 0.475 1.073 -2.608
H 1.124 -0.647 -2.311
H 1.549 1.987 -0.469
*
```

b) C12H17N | ωB97M-V/def2-TZVPD

As for the HOMO-LUMO gap: 8.91 eV. The lowest unoccupied orbital energy is 0.034 hartree. Its SMILES is Cc1c[nH]c2ccccc12.CCC.

The geometry in ORCA input format:
```
! RIJCOSX wB97M-V def2-TZVPD def2/J DEFGRID3
* xyz 0 1
C -1.218 -3.203 -3.011
C -1.680 -1.753 -3.002
C -0.214 -3.386 -1.858
H -0.626 -3.359 -3.916
H -2.093 -3.829 -2.838
H -1.057 -1.124 -3.633
H -2.714 -1.525 -3.288
H 0.665 -2.743 -1.846
H -1.600 -1.311 -1.998
H 0.144 -4.415 -1.809
H -0.716 -3.182 -0.901
C -0.560 -0.552 2.760
C 1.451 2.380 1.608
C 0.362 1.516 1.417
C 0.438 0.471 2.391
C 1.519 0.751 3.190
C 1.584 3.517 0.791
C 0.771 3.660 -0.317
C -0.149 2.644 -0.641
C -0.338 1.576 0.206
N 2.138 1.958 2.738
H 2.352 4.213 1.104
H 0.942 4.446 -1.041
H 3.140 1.934 2.661
H -0.717 2.662 -1.564
H 1.964 0.143 3.958
H -1.264 1.020 0.073
H -1.306 -0.184 3.459
H -0.140 -1.343 3.405
H -1.080 -0.982 1.900
*
```

c) C12H17N | ωB97M-V/def2-TZVPD

As for the HOMO-LUMO gap: 8.66 eV. The lowest unoccupied orbital energy is 0.035 hartree. Its SMILES is CCc1c[nH]c2ccccc12.CC.

The geometry in ORCA input format:
```
! RIJCOSX wB97M-V def2-TZVPD def2/J DEFGRID3
* xyz 0 1
C 2.422 2.294 1.435
C 1.962 3.532 0.641
H 2.847 1.578 0.737
H 3.258 2.512 2.097
H 1.548 1.922 1.953
H 2.641 3.785 -0.178
H 1.910 4.400 1.299
H 1.000 3.362 0.162
C -1.851 0.328 -1.862
C -0.698 0.918 -2.705
C -1.382 -0.137 -0.510
C -0.728 0.649 0.391
C -1.119 -1.490 -0.095
C -0.219 -1.441 0.979
C -1.634 -2.739 -0.469
C 0.267 -2.567 1.644
C -1.112 -3.875 0.118
C -0.153 -3.782 1.135
N -0.054 -0.112 1.314
H -2.566 1.137 -1.732
H -2.327 -0.447 -2.450
H -0.885 1.939 -3.033
H -0.760 1.727 0.444
H 0.665 0.101 1.979
H -2.400 -2.824 -1.233
H 0.842 -2.467 2.553
H -1.517 -4.844 -0.136
H 0.360 -4.690 1.441
H -0.614 0.361 -3.640
H 0.299 0.871 -2.279
*
```

d) C12H17N | ωB97M-V/def2-TZVPD

As for the HOMO-LUMO gap: 8.68 eV. The lowest unoccupied orbital energy is 0.034 hartree. Its SMILES is Cc1c[nH]c2ccccc12.CCC.

The geometry in ORCA input format:
```
! RIJCOSX wB97M-V def2-TZVPD def2/J DEFGRID3
* xyz 0 1
C 0.209 3.426 -0.993
C 1.828 0.080 -0.280
C 0.917 0.909 -1.027
C 0.955 2.201 -0.452
C 1.855 2.180 0.586
C 1.484 -1.726 -1.743
C 2.161 -1.204 -0.651
C 0.675 -0.921 -2.555
C 0.348 0.372 -2.178
N 2.274 0.875 0.761
H 1.661 -2.748 -2.055
H 2.849 -1.820 -0.087
H 0.133 -1.372 -3.377
H -0.295 0.920 -2.854
H 3.097 0.642 1.280
H 2.234 3.042 1.099
H -0.145 4.060 -0.199
H -0.492 2.993 -1.698
H 0.936 4.030 -1.549
C -2.243 -1.069 1.179
C -0.819 -1.112 1.766
C -3.122 -2.133 1.841
H -2.202 -1.302 0.108
H -2.621 -0.060 1.302
H -0.100 -0.625 1.118
H -0.792 -0.452 2.636
H -3.113 -3.137 1.427
H -4.166 -1.812 1.695
H -0.534 -2.134 1.977
H -2.972 -2.105 2.922
*
```

Computed relative energies in units of hartree: a) 0.0752; b) 0.0125; c) 0.0043; d) 0.0000

a) C12H17N | ωB97M-V/def2-TZVPD

As for the HOMO-LUMO gap: 8.73 eV. The lowest unoccupied orbital energy is 0.036 hartree. Its SMILES is Cc1c[nH]c2ccccc12.CCC.

The geometry in ORCA input format:
```
! RIJCOSX wB97M-V def2-TZVPD def2/J DEFGRID3
* xyz 0 1
C -2.610 0.673 -1.118
C -0.230 -1.695 0.512
C -0.558 -0.708 -0.447
C -1.859 -0.123 -0.146
C -2.182 -0.652 1.065
C 0.910 -2.430 0.439
C 1.620 -2.388 -0.778
C 0.271 -0.535 -1.524
C 1.370 -1.413 -1.748
N -1.304 -1.698 1.416
H -1.492 -2.412 2.094
H 1.178 -3.299 1.058
H -3.146 -0.512 1.558
H 2.372 -3.100 -1.122
H 0.295 0.354 -2.164
H -3.393 1.253 -0.617
H -3.160 0.134 -1.944
H 1.847 -1.294 -2.701
H -1.965 1.345 -1.678
C 1.515 3.356 0.830
C 0.763 2.451 1.824
C 1.887 2.904 -0.580
H 1.008 4.340 0.872
H 2.449 3.588 1.362
H 1.417 1.632 2.071
H 2.331 1.928 -0.686
H -0.241 2.169 1.458
H 0.549 3.072 2.685
H 0.960 2.942 -1.189
H 2.544 3.623 -1.092
*
```

b) C12H17N | ωB97M-V/def2-TZVPD

As for the HOMO-LUMO gap: 8.68 eV. The lowest unoccupied orbital energy is 0.032 hartree. Its SMILES is Cc1c[nH]c2ccccc12.CCC.

The geometry in ORCA input format:
```
! RIJCOSX wB97M-V def2-TZVPD def2/J DEFGRID3
* xyz 0 1
C -0.494 -1.003 3.536
C 1.025 -1.304 1.360
C 0.125 -0.611 2.239
C 1.313 -0.499 0.240
C -0.162 0.528 1.551
C 1.631 -2.581 1.561
C 2.384 -3.025 0.530
C 2.679 -2.240 -0.612
C 2.149 -0.997 -0.741
N 0.506 0.656 0.373
H 1.538 -3.176 2.437
H 2.933 -3.994 0.492
H 3.392 -2.623 -1.297
H -0.190 -2.059 3.710
H -1.571 -1.112 3.433
H -0.868 1.352 1.748
H 0.719 1.471 -0.162
H 2.527 -0.278 -1.603
H -0.255 -0.415 4.402
C -1.641 1.510 -2.424
C -2.363 1.496 -1.111
C -1.348 2.941 -2.884
H -0.657 1.050 -2.260
H -2.128 0.865 -3.244
H -2.816 2.422 -0.783
H -1.694 1.264 -0.175
H -2.273 3.416 -3.086
H -0.637 3.537 -2.315
H -3.024 0.544 -1.100
H -0.799 2.864 -3.817
*
```

c) C12H17N | ωB97M-V/def2-TZVPD

As for the HOMO-LUMO gap: 8.84 eV. The lowest unoccupied orbital energy is 0.032 hartree. Its SMILES is Cc1c[nH]c2ccccc12.CCC.

The geometry in ORCA input format:
```
! RIJCOSX wB97M-V def2-TZVPD def2/J DEFGRID3
* xyz 0 1
C -2.041 -0.489 -0.214
C -0.394 -0.461 -2.213
C -1.415 0.120 -1.349
C 0.018 0.568 -3.114
C -1.545 1.409 -1.806
C 0.104 -1.739 -2.236
C 1.264 -1.846 -3.009
C 1.824 -0.791 -3.762
C 1.197 0.461 -3.898
N -0.815 1.662 -3.009
H -0.127 -2.519 -1.596
H 1.885 -2.702 -2.852
H 2.741 -0.950 -4.346
H -1.383 -0.570 0.674
H -2.424 -1.405 -0.194
H -2.170 2.244 -1.545
H -0.451 2.490 -3.271
H 1.521 1.277 -4.403
H -2.906 0.108 0.208
C 0.351 -0.300 3.966
C 1.707 0.200 3.379
C -0.755 0.710 4.144
H 0.015 -1.111 3.274
H 0.609 -0.592 5.022
H 1.465 0.402 2.389
H -0.371 1.704 4.466
H -1.214 1.053 3.167
H 2.607 -0.438 3.473
H 2.046 1.121 3.782
H -1.341 0.383 4.874
*
```

d) C12H17N | ωB97M-V/def2-TZVPD

As for the HOMO-LUMO gap: 8.79 eV. The lowest unoccupied orbital energy is 0.034 hartree. Its SMILES is Cc1c[nH]c2ccccc12.CCC.

The geometry in ORCA input format:
```
! RIJCOSX wB97M-V def2-TZVPD def2/J DEFGRID3
* xyz 0 1
C -2.184 0.118 -2.085
C 1.400 0.558 -1.128
C 0.219 -0.199 -1.135
C -0.760 0.525 -1.877
C -0.173 1.709 -2.209
C 2.578 0.122 -0.528
C 2.547 -1.072 0.156
C 0.212 -1.386 -0.392
C 1.331 -1.765 0.310
N 1.144 1.707 -1.851
H 1.633 2.579 -1.742
H 3.485 0.687 -0.683
H -0.610 2.473 -2.832
H 3.441 -1.531 0.544
H -0.679 -1.999 -0.504
H -2.297 -0.378 -3.053
H -2.882 0.951 -2.042
H 1.285 -2.583 1.020
H -2.514 -0.590 -1.322
C -2.073 -0.358 2.871
C -1.494 0.743 1.954
C -1.030 -0.849 3.867
H -3.016 -0.037 3.321
H -2.385 -1.179 2.231
H -0.954 0.230 1.167
H -0.091 -0.872 3.312
H -0.965 1.434 2.608
H -2.260 1.342 1.467
H -0.905 -0.115 4.651
H -1.263 -1.867 4.159
*
```

Computed relative energies in units of hartree: a) 0.0260; b) 0.0363; c) 0.0632; d) 0.0000